1.
{
  "formula": "C16H36Br6N4O4P",
  "method": "ωB97M-V/def2-TZVPD",
  "elements": ["C", "C", "O", "N", "C", "N", "C", "C", "C", "C", "C", "C", "C", "N", "P", "O", "O", "O", "N", "H", "H", "H", "H", "H", "H", "H", "H", "H", "H", "H", "H", "H", "H", "H", "H", "H", "H", "H", "H", "H", "H", "H", "H", "Br", "C", "C", "Br", "H", "H", "H", "H", "Br", "C", "C", "Br", "H", "H", "H", "H", "Br", "C", "C", "Br", "H", "H", "H", "H"],
  "positions_angstrom": [[4.88, -1.20, -0.46], [4.10, -0.49, 0.65], [2.82, -0.05, 0.19], [2.96, 0.99, -0.69], [1.91, 1.40, -1.38], [2.06, 2.50, -2.16], [1.04, 2.80, -3.18], [-0.22, 1.94, -3.05], [-0.49, 1.43, -1.63], [-1.62, 0.38, -1.72], [-2.32, -0.05, -0.44], [-3.62, -0.84, -0.79], [-4.84, -0.34, -0.02], [-6.12, -0.53, -0.73], [-0.90, 2.76, -0.44], [-2.28, 3.22, -0.57], [0.18, 3.93, -0.60], [-0.56, 2.09, 0.96], [0.76, 0.70, -1.24], [4.21, -1.59, -1.22], [5.55, -0.50, -0.95], [5.49, -2.00, -0.07], [4.70, 0.34, 1.03], [3.93, -1.16, 1.48], [3.85, 1.46, -0.77], [2.33, 3.31, -1.62], [0.77, 3.85, -3.08], [1.44, 2.69, -4.18], [-0.10, 1.06, -3.67], [-1.11, 2.46, -3.41], [-1.12, -0.50, -2.13], [-2.33, 0.72, -2.48], [-2.63, 0.77, 0.18], [-1.68, -0.71, 0.15], [-3.48, -1.91, -0.64], [-3.85, -0.67, -1.84], [-4.90, -0.81, 0.96], [-4.73, 0.73, 0.18], [-6.47, 0.36, -1.03], [-5.99, -1.09, -1.56], [-0.28, 4.78, -0.48], [-1.34, 2.15, 1.53], [0.66, 0.34, -0.29], [4.19, -4.19, 1.84], [6.11, -4.50, 1.76], [6.79, -4.13, 3.05], [6.93, -2.19, 3.23], [6.49, -3.93, 0.91], [6.22, -5.56, 1.55], [7.81, -4.50, 3.06], [6.25, -4.49, 3.92], [0.38, -2.41, 0.22], [-0.89, -3.80, 0.71], [-0.91, -4.91, -0.31], [-1.86, -4.38, -1.92], [-1.86, -3.32, 0.83], [-0.55, -4.18, 1.68], [-1.45, -5.77, 0.08], [0.08, -5.21, -0.61], [-4.42, 5.17, 4.63], [-4.11, 4.81, 2.75], [-4.68, 3.47, 2.33], [-3.58, 1.99, 2.97], [-3.04, 4.87, 2.58], [-4.61, 5.61, 2.21], [-4.69, 3.38, 1.25], [-5.67, 3.30, 2.73]],
  "lowdin_charge": [-0.06, -0.21, -0.11, 0.11, -0.29, 0.09, -0.14, -0.12, -0.42, -0.15, -0.21, -0.18, -0.28, 0.00, 0.48, -0.24, -0.10, -0.12, 0.16, 0.09, 0.08, 0.04, 0.12, 0.08, 0.18, 0.15, 0.12, 0.12, 0.13, 0.13, 0.12, 0.12, 0.05, 0.04, 0.08, 0.10, 0.10, 0.08, 0.06, 0.06, 0.11, 0.00, 0.09, 0.63, -0.68, -0.68, 0.61, 0.04, 0.06, 0.06, 0.05, 0.71, -0.65, -0.68, 0.63, 0.05, 0.06, 0.06, 0.05, 0.63, -0.70, -0.66, 0.69, 0.04, 0.06, 0.05, 0.06],
  "relative_energy_kcal_mol": 11.6,
  "charge": 1,
  "gap_ha": 0.3161,
  "e_homo_ha": -0.402
}

2.
{
  "formula": "C16H36Br8O4Si2",
  "method": "ωB97M-V/def2-TZVPD",
  "elements": ["C", "C", "C", "C", "O", "Si", "C", "C", "O", "O", "Si", "C", "C", "O", "H", "H", "H", "H", "H", "H", "H", "H", "H", "H", "H", "H", "H", "H", "H", "H", "H", "H", "H", "H", "Br", "C", "C", "Br", "H", "H", "H", "H", "Br", "C", "C", "Br", "H", "H", "H", "H", "Br", "C", "C", "Br", "H", "H", "H", "H", "Br", "C", "C", "Br", "H", "H", "H", "H"],
  "positions_angstrom": [[-6.71, 0.23, -0.73], [-5.45, 0.98, -1.16], [-4.34, 0.07, -1.68], [-3.24, 0.86, -2.39], [-1.92, 0.40, -2.06], [-0.63, 1.26, -2.55], [0.39, 1.87, -1.10], [0.45, 3.37, -1.10], [1.40, 4.02, -1.47], [0.32, 0.36, -3.51], [1.57, 0.73, -4.53], [1.21, 2.33, -5.43], [2.07, 2.59, -6.66], [2.06, 1.43, -7.50], [-6.58, -0.85, -0.82], [-7.58, 0.50, -1.33], [-6.99, 0.43, 0.31], [-5.71, 1.71, -1.93], [-5.05, 1.56, -0.32], [-4.78, -0.65, -2.38], [-3.91, -0.52, -0.87], [-3.38, 0.80, -3.47], [-3.33, 1.92, -2.12], [-1.11, 2.46, -3.29], [1.41, 1.48, -1.17], [-0.06, 1.52, -0.16], [-0.48, 3.87, -0.75], [2.79, 0.94, -3.70], [1.77, -0.43, -5.42], [0.15, 2.39, -5.69], [1.39, 3.15, -4.72], [1.70, 3.45, -7.21], [3.10, 2.81, -6.34], [2.23, 1.69, -8.40], [-5.24, -1.82, 1.97], [-3.88, -3.20, 1.87], [-2.50, -2.66, 2.15], [-1.82, -1.57, 0.70], [-3.94, -3.63, 0.87], [-4.15, -3.95, 2.61], [-1.80, -3.48, 2.28], [-2.49, -2.04, 3.04], [1.59, 2.93, 2.27], [3.39, 2.83, 1.54], [4.05, 1.50, 1.79], [4.51, 1.23, 3.65], [3.94, 3.65, 2.00], [3.30, 3.01, 0.47], [4.98, 1.43, 1.23], [3.39, 0.68, 1.53], [1.89, -1.03, 0.09], [2.67, -2.51, 1.09], [1.65, -3.17, 1.97], [1.15, -2.11, 3.52], [3.51, -2.11, 1.65], [3.03, -3.22, 0.34], [2.04, -4.11, 2.35], [0.73, -3.35, 1.41], [1.60, -1.51, 7.83], [2.69, -3.05, 7.40], [4.17, -2.76, 7.53], [4.81, -1.64, 6.08], [2.43, -3.34, 6.39], [2.40, -3.84, 8.10], [4.74, -3.69, 7.48], [4.40, -2.24, 8.46]],
  "lowdin_charge": [-0.13, -0.26, -0.20, -0.25, -0.23, 0.37, -0.23, -0.39, 0.02, -0.34, 0.56, -0.29, -0.33, -0.10, 0.05, 0.07, 0.05, 0.10, 0.11, 0.12, 0.04, 0.12, 0.11, 0.05, 0.04, 0.07, 0.12, -0.01, -0.02, 0.08, 0.08, 0.11, 0.11, 0.08, 0.65, -0.69, -0.70, 0.68, 0.05, 0.06, 0.05, 0.05, 0.64, -0.67, -0.71, 0.60, 0.05, 0.05, 0.06, -0.04, 0.70, -0.65, -0.69, 0.63, 0.06, 0.06, 0.06, 0.02, 0.60, -0.71, -0.70, 0.59, 0.02, 0.06, 0.06, 0.05],
  "gap_ha": 0.3675,
  "e_homo_ha": -0.356
}

3.
{
  "formula": "C16H36Cl4N4O4",
  "method": "ωB97M-V/def2-TZVPD",
  "elements": ["C", "N", "C", "C", "O", "H", "H", "H", "H", "H", "H", "H", "C", "N", "C", "C", "O", "H", "H", "H", "H", "H", "H", "H", "C", "N", "C", "C", "O", "H", "H", "H", "H", "H", "H", "H", "C", "N", "C", "C", "O", "H", "H", "H", "H", "H", "H", "H", "Cl", "C", "C", "Cl", "H", "H", "H", "H", "Cl", "C", "C", "Cl", "H", "H", "H", "H"],
  "positions_angstrom": [[23.68, 19.82, -21.06], [23.02, 21.09, -20.91], [21.56, 21.04, -20.69], [23.82, 22.17, -20.83], [23.44, 23.35, -20.68], [23.80, 19.33, -20.09], [24.63, 19.84, -21.58], [23.08, 19.22, -21.76], [21.17, 22.05, -20.83], [21.08, 20.41, -21.43], [21.18, 20.69, -19.73], [24.89, 21.90, -20.77], [23.95, 17.40, -25.52], [22.67, 16.71, -25.27], [21.89, 17.41, -24.20], [22.31, 15.60, -25.86], [21.37, 14.90, -25.45], [24.51, 17.75, -24.65], [23.90, 18.26, -26.19], [24.50, 16.70, -26.15], [21.71, 18.44, -24.50], [20.91, 16.97, -24.04], [22.32, 17.60, -23.22], [22.82, 15.36, -26.80], [24.44, 25.74, -22.28], [24.78, 26.59, -23.41], [26.05, 26.14, -24.09], [23.87, 27.42, -24.01], [24.03, 27.96, -25.09], [24.85, 24.75, -22.49], [23.36, 25.75, -22.19], [24.83, 25.93, -21.28], [26.83, 26.06, -23.33], [25.91, 25.12, -24.45], [26.39, 26.77, -24.91], [23.12, 27.56, -23.21], [21.80, 14.72, -18.46], [21.41, 16.12, -18.72], [21.25, 16.97, -17.56], [21.10, 16.48, -19.99], [20.91, 17.67, -20.23], [21.23, 14.03, -19.09], [21.60, 14.25, -17.49], [22.83, 14.50, -18.74], [22.05, 16.97, -16.81], [20.99, 17.94, -17.97], [20.34, 16.55, -17.12], [21.09, 15.69, -20.75], [26.77, 18.54, -18.38], [25.43, 17.34, -18.54], [25.89, 15.94, -18.78], [27.09, 15.79, -20.04], [24.88, 17.70, -19.41], [24.73, 17.47, -17.72], [24.98, 15.36, -18.91], [26.22, 15.64, -17.78], [25.17, 23.66, -26.47], [24.70, 22.16, -25.53], [24.78, 22.37, -23.97], [26.28, 21.62, -23.24], [25.41, 21.36, -25.71], [23.79, 21.79, -26.00], [23.90, 21.91, -23.53], [24.81, 23.45, -23.83]],
  "lowdin_charge": [-0.07, -0.17, -0.02, -0.35, -0.02, 0.08, 0.06, 0.07, 0.08, 0.08, 0.09, 0.11, -0.05, -0.16, -0.03, -0.36, -0.01, 0.09, 0.08, 0.08, 0.08, 0.09, 0.06, 0.14, -0.08, -0.17, -0.04, -0.33, 0.00, 0.05, 0.09, 0.09, 0.09, 0.00, 0.09, 0.13, -0.05, -0.19, -0.04, -0.31, -0.02, 0.08, 0.09, 0.06, 0.09, 0.08, 0.09, 0.14, 0.52, -0.66, -0.70, 0.59, 0.03, 0.07, 0.06, 0.08, 0.55, -0.57, -0.58, 0.56, 0.04, 0.06, 0.06, 0.01],
  "relative_energy_kcal_mol": 57.4,
  "gap_ha": 0.3305,
  "e_homo_ha": -0.327
}

4.
{
  "formula": "C16H36ClF3N3O6S",
  "method": "ωB97M-V/def2-TZVPD",
  "elements": ["C", "C", "C", "Cl", "N", "S", "O", "O", "C", "F", "F", "F", "H", "H", "H", "H", "H", "H", "C", "O", "C", "C", "N", "C", "C", "O", "C", "H", "H", "H", "H", "H", "H", "H", "H", "H", "H", "H", "H", "H", "H", "H", "C", "O", "C", "C", "N", "C", "C", "O", "C", "H", "H", "H", "H", "H", "H", "H", "H", "H", "H", "H", "H", "H", "H", "H"],
  "positions_angstrom": [[0.85, -6.75, -0.24], [0.83, -5.86, -1.57], [0.00, -6.52, -2.78], [-0.81, -8.14, -2.29], [0.72, -6.60, -4.06], [2.20, -7.39, -3.93], [2.33, -8.37, -2.80], [2.41, -8.14, -5.23], [3.66, -6.18, -3.86], [3.18, -4.94, -4.33], [4.69, -6.65, -4.70], [4.23, -6.06, -2.60], [-0.11, -6.73, 0.35], [1.65, -6.26, 0.44], [1.24, -7.81, -0.42], [1.89, -5.58, -1.82], [0.30, -4.88, -1.27], [-0.89, -5.83, -2.97], [-0.86, -0.89, 4.39], [-1.76, -0.39, 3.42], [-1.23, 0.71, 2.67], [-1.04, 0.31, 1.21], [0.06, -0.65, 1.07], [0.14, -1.26, -0.26], [-1.03, -2.16, -0.69], [-1.14, -3.36, 0.07], [-1.90, -3.24, 1.25], [-1.39, -1.64, 4.98], [0.00, -1.38, 3.91], [-0.51, -0.10, 5.06], [-0.30, 1.09, 3.11], [-1.97, 1.51, 2.72], [-0.81, 1.20, 0.62], [-1.98, -0.12, 0.85], [-0.06, -1.39, 1.75], [1.05, -1.87, -0.27], [0.28, -0.47, -1.00], [-0.82, -2.48, -1.72], [-1.98, -1.63, -0.73], [-2.70, -2.50, 1.16], [-1.26, -3.00, 2.10], [-2.36, -4.21, 1.46], [-0.22, 4.27, 2.47], [-1.12, 4.49, 1.40], [-1.93, 5.66, 1.57], [-1.57, 6.70, 0.51], [-0.25, 7.27, 0.77], [0.26, 8.09, -0.33], [0.55, 7.38, -1.66], [1.63, 6.46, -1.60], [1.26, 5.15, -1.19], [0.27, 3.31, 2.32], [0.55, 5.05, 2.50], [-0.75, 4.24, 3.43], [-1.85, 6.07, 2.58], [-2.97, 5.35, 1.41], [-2.32, 7.50, 0.54], [-1.61, 6.21, -0.47], [0.41, 6.51, 0.93], [1.19, 8.54, 0.02], [-0.44, 8.92, -0.51], [0.87, 8.16, -2.37], [-0.34, 6.92, -2.10], [0.25, 4.88, -1.50], [1.37, 5.05, -0.11], [1.96, 4.45, -1.65]],
  "lowdin_charge": [-0.18, -0.25, -0.74, 0.47, -0.23, 0.66, -0.39, -0.40, -0.50, 0.04, 0.04, 0.05, 0.06, 0.07, 0.05, 0.08, 0.09, 0.09, -0.12, -0.20, -0.22, -0.21, -0.05, -0.19, -0.22, -0.19, -0.10, 0.09, 0.08, 0.08, 0.11, 0.12, 0.12, 0.10, 0.07, 0.12, 0.12, 0.12, 0.11, 0.09, 0.07, 0.09, -0.11, -0.20, -0.21, -0.21, -0.06, -0.20, -0.22, -0.18, -0.10, 0.08, 0.08, 0.09, 0.12, 0.12, 0.12, 0.10, 0.07, 0.12, 0.12, 0.12, 0.11, 0.09, 0.07, 0.09],
  "charge": -1,
  "gap_ha": 0.2556,
  "e_homo_ha": -0.184
}